No. 1
Here is 5 unconnected molecules or ions with the total composition C19H34BrCl8N4O6 from the OMol25 dataset. Energies are from wB97M-V/def2-TZVPD.

Geometry as ORCA input:
```
! wB97M-V def2-TZVPD RIJCOSX def2/J DEFGRID3
* xyz 1 1
C -1.943 5.718 1.208
C -3.173 4.841 0.498
O -3.082 4.701 -0.849
O -4.323 4.280 1.226
C -4.132 2.821 1.487
C -4.592 1.891 0.212
C -3.738 0.471 0.070
N -2.233 0.668 0.209
C -1.545 1.725 -0.647
C -0.347 1.150 -1.613
O 0.922 1.362 -1.176
Br -0.574 0.217 -3.367
C -1.567 -0.125 1.113
N -0.069 -0.093 1.475
C 0.041 -0.383 2.986
O 1.443 -0.771 3.310
C -1.129 -1.522 3.208
C -1.829 -1.698 4.680
O -3.200 -1.117 4.757
N -3.179 0.210 4.541
O -2.604 0.810 5.435
N -2.053 -1.230 2.043
H -0.968 5.075 1.031
H -1.813 6.694 0.539
H -2.140 5.958 2.337
H -2.999 2.626 1.802
H -4.825 2.487 2.400
H -4.438 2.447 -0.833
H -5.754 1.624 0.243
H -3.991 -0.001 -0.992
H -4.203 -0.259 0.863
H -1.173 2.607 0.067
H -2.329 2.251 -1.379
H 0.180 -1.063 1.119
H -0.361 0.647 3.421
H 2.094 -0.262 2.714
H -0.565 -2.551 3.007
H -1.975 -2.871 4.843
H -1.129 -1.344 5.559
H -2.107 -2.200 1.614
Cl 0.756 -3.361 -0.056
C 2.043 -3.143 -1.269
C 3.420 -3.040 -0.634
Cl 3.622 -1.531 0.291
H 1.804 -2.254 -1.861
H 2.003 -4.014 -1.931
H 4.189 -3.039 -1.412
H 3.617 -3.879 0.039
Cl 0.898 2.120 4.931
C 2.380 2.404 3.984
C 2.303 3.683 3.167
Cl 1.119 3.565 1.841
H 2.549 1.529 3.349
H 3.205 2.469 4.700
H 3.274 3.889 2.706
H 2.033 4.543 3.788
Cl -3.621 -2.552 -5.347
C -2.923 -2.483 -6.984
C -1.418 -2.269 -6.958
Cl -0.979 -0.643 -6.377
H -3.434 -1.689 -7.538
H -3.154 -3.437 -7.467
H -1.012 -2.363 -7.970
H -0.917 -3.003 -6.321
Cl 8.349 -4.757 -1.871
C 8.139 -3.753 -3.327
C 6.889 -2.891 -3.256
Cl 5.397 -3.861 -3.343
H 8.123 -4.416 -4.197
H 9.026 -3.116 -3.402
H 6.866 -2.198 -4.102
H 6.858 -2.302 -2.334
*
```

## Properties
ΔE to the lowest compared entry with this formula, charge and spin = 748.4 kJ/mol
E_tot = -7669.74325 a.u.
HOMO energy = -12.5 eV
HOMO-LUMO gap = 8.539 eV

No. 2
Here is 4 unconnected molecules or ions with the total composition C19H34Cl2NO5 from the OMol25 dataset. Energies are from wB97M-V/def2-TZVPD.

Geometry as ORCA input:
```
! wB97M-V def2-TZVPD RIJCOSX def2/J DEFGRID3
* xyz -1 1
C -6.314 -3.142 -3.001
C -5.346 -2.286 -2.163
Cl -3.684 -2.790 -2.654
C -5.607 -2.361 -0.653
Cl -6.321 -3.982 -0.133
C -4.398 -2.095 0.226
C -3.700 -0.764 -0.163
C -2.164 -0.984 -0.133
O -1.484 0.162 0.453
N -5.024 -1.832 1.617
C -4.434 -2.420 2.494
O -4.078 -3.118 3.377
H -6.210 -4.200 -2.768
H -7.342 -2.784 -2.915
H -5.986 -3.028 -4.043
H -5.557 -1.255 -2.454
H -6.389 -1.622 -0.405
H -3.931 -0.423 -1.180
H -3.900 0.051 0.540
H -1.952 -1.857 0.489
H -1.759 -1.132 -1.142
H -0.700 -0.148 0.917
C -1.978 3.755 -0.787
C -2.961 4.522 -1.662
C -4.001 3.454 -1.967
O -4.029 2.577 -0.844
C -2.904 2.849 0.009
H -1.364 4.395 -0.152
H -1.312 3.153 -1.411
H -3.415 5.335 -1.088
H -2.514 4.949 -2.561
H -3.720 2.868 -2.851
H -4.998 3.870 -2.129
H -3.275 3.354 0.910
H -2.419 1.910 0.304
C 3.416 0.471 1.964
C 3.253 -0.057 3.382
C 1.749 0.055 3.585
O 1.148 -0.124 2.300
C 2.163 -0.059 1.289
H 4.333 0.144 1.474
H 3.404 1.565 1.972
H 3.560 -1.106 3.426
H 3.824 0.496 4.128
H 1.470 1.047 3.957
H 1.359 -0.695 4.274
H 2.320 -1.071 0.900
H 1.821 0.577 0.472
C 8.625 0.190 -0.295
C 8.408 -1.174 -0.934
C 7.125 -1.633 -0.260
O 6.370 -0.451 0.027
C 7.198 0.700 -0.161
H 9.259 0.855 -0.880
H 9.076 0.071 0.694
H 8.248 -1.061 -2.009
H 9.236 -1.867 -0.785
H 7.333 -2.144 0.687
H 6.532 -2.298 -0.889
H 6.871 1.210 -1.074
H 7.070 1.381 0.681
*
```

## Properties
E_tot = -2095.61770 a.u.
HOMO energy = -2.2 eV
HOMO-LUMO gap = 4.257 eV

No. 3
Here is 5 unconnected molecules or ions with the total composition C19H34N5O4S from the OMol25 dataset. Energies are from wB97M-V/def2-TZVPD.

Geometry as ORCA input:
```
! wB97M-V def2-TZVPD RIJCOSX def2/J DEFGRID3
* xyz -1 1
C 1.027 3.020 2.609
S 2.169 3.622 1.286
O 1.404 3.473 -0.040
O 2.445 5.111 1.411
N 3.610 2.695 1.104
C 4.239 2.301 2.413
C 4.215 3.415 3.568
O 3.750 3.021 4.719
O 4.649 4.709 3.454
H 1.603 2.313 3.300
H 0.147 2.421 2.167
H 0.662 3.946 3.190
H 3.315 1.794 0.667
H 3.817 1.314 2.816
H 5.358 2.102 2.183
C 2.717 -0.725 -3.515
C 1.696 -0.013 -2.634
C 2.311 1.117 -1.804
C 3.368 0.565 -0.891
N 4.203 0.122 -0.178
H 3.494 -1.212 -2.919
H 2.230 -1.501 -4.110
H 3.200 -0.022 -4.202
H 1.226 -0.747 -1.972
H 0.907 0.400 -3.268
H 1.540 1.605 -1.201
H 2.759 1.873 -2.454
C 0.634 1.678 7.920
C 1.350 3.022 7.853
C 0.435 4.163 7.402
C -0.095 3.878 6.027
N -0.501 3.652 4.941
H 0.268 1.367 6.938
H 1.317 0.901 8.272
H -0.218 1.720 8.607
H 2.201 2.938 7.168
H 1.755 3.259 8.841
H 0.990 5.104 7.383
H -0.406 4.279 8.093
C -3.035 -1.315 -2.580
C -3.345 -0.222 -3.598
C -2.901 -0.587 -5.017
C -1.415 -0.808 -5.047
N -0.246 -0.981 -5.069
H -1.961 -1.494 -2.494
H -3.395 -1.024 -1.590
H -3.518 -2.251 -2.854
H -2.855 0.706 -3.283
H -4.423 -0.032 -3.600
H -3.156 0.219 -5.710
H -3.405 -1.497 -5.355
C -3.640 -7.487 -3.880
C -4.476 -6.384 -4.521
C -3.759 -5.032 -4.547
C -3.450 -4.591 -3.145
N -3.207 -4.243 -2.041
H -3.423 -7.270 -2.831
H -4.178 -8.437 -3.909
H -2.691 -7.617 -4.409
H -5.421 -6.293 -3.975
H -4.724 -6.676 -5.546
H -4.392 -4.281 -5.027
H -2.827 -5.103 -5.114
*
```

## Properties
E_tot = -1717.21681 a.u.
HOMO energy = -4.0 eV
HOMO-LUMO gap = 5.566 eV

No. 4
Here is a molecular structure, C19H35AuCl3N2O6SSi from the OMol25 dataset. Energies are from wB97M-V/def2-TZVPD.

Geometry as ORCA input:
```
! wB97M-V def2-TZVPD RIJCOSX def2/J DEFGRID3
* xyz 1 1
Au -0.290 -0.352 0.177
Cl -2.104 1.627 -4.749
C -1.838 2.156 -3.099
Cl -0.930 3.681 -3.070
Cl -3.388 2.361 -2.276
C -0.939 1.139 -2.343
O -0.133 0.454 -2.973
O -1.096 1.142 -1.068
C 4.643 -2.594 1.314
C 3.814 -3.499 0.418
C 4.453 -4.873 0.281
C 3.608 -2.852 -0.945
O 2.496 -3.736 0.982
Si 1.644 -3.273 2.259
S 0.595 -1.314 2.075
O 0.536 -4.375 2.631
C -0.613 -4.974 2.000
C -0.541 -4.793 0.490
C -1.848 -4.300 2.580
C -0.578 -6.448 2.372
O 2.577 -2.997 3.529
C 2.464 -2.519 4.895
C 1.069 -2.815 5.425
C 3.520 -3.285 5.678
C 2.762 -1.028 4.904
H 5.625 -2.438 0.865
H 4.778 -3.041 2.297
H 4.163 -1.619 1.437
H 5.440 -4.788 -0.177
H 3.835 -5.520 -0.342
H 4.566 -5.337 1.261
H 4.560 -2.713 -1.456
H 3.162 -1.866 -0.790
H 2.959 -3.468 -1.570
H -0.579 -3.731 0.224
H -1.383 -5.296 0.011
H 0.385 -5.212 0.096
H -1.824 -3.230 2.372
H -1.879 -4.436 3.662
H -2.753 -4.730 2.148
H 0.329 -6.915 1.986
H -1.441 -6.968 1.954
H -0.594 -6.562 3.456
H 0.843 -3.877 5.336
H 0.314 -2.250 4.870
H 1.002 -2.530 6.476
H 3.322 -4.356 5.633
H 3.515 -2.973 6.723
H 4.510 -3.094 5.263
H 2.027 -0.479 4.313
H 3.754 -0.837 4.493
H 2.732 -0.649 5.927
N -0.933 2.151 1.877
C -1.901 1.225 2.049
C -2.963 1.426 2.951
C -3.937 0.476 3.080
C -3.882 -0.697 2.314
C -2.817 -0.871 1.484
N -1.841 0.064 1.370
H -1.070 3.047 2.311
H -0.427 2.173 1.005
H -2.995 2.349 3.514
H -4.757 0.638 3.767
H -4.644 -1.459 2.380
H -2.695 -1.762 0.885
O 1.180 -0.765 -1.196
H 0.797 -0.296 -2.041
H 1.286 -1.710 -1.398
*
```

## Properties
ΔE to the lowest compared entry with this formula, charge and spin = 68.8 kJ/mol
E_tot = -3509.85627 a.u.
HOMO energy = -12.1 eV
HOMO-LUMO gap = 7.092 eV

No. 5
Here is a molecular structure, C19H35BF7O3Sn from the OMol25 dataset. Energies are from wB97M-V/def2-TZVPD.

Geometry as ORCA input:
```
! wB97M-V def2-TZVPD RIJCOSX def2/J DEFGRID3
* xyz 1 1
C 7.400 1.525 0.000
C 6.358 0.460 -0.384
C 5.158 1.025 -1.155
C 4.047 -0.015 -1.386
C 2.821 0.159 -0.474
C 1.643 -0.706 -0.878
B 0.453 -1.163 0.167
C -0.777 -0.126 0.032
C -1.504 -0.123 -1.320
C -2.779 0.748 -1.338
C -4.016 0.027 -1.881
C -5.248 0.937 -2.050
C -6.145 1.070 -0.801
C -5.858 2.289 0.104
C -5.150 1.923 1.416
O -4.510 3.036 2.018
C -3.167 3.209 1.632
C 0.025 -2.699 -0.299
O -1.262 -3.148 -0.091
O -1.169 -4.573 0.163
C 0.928 -1.298 1.736
F 1.333 -0.105 2.271
F -0.125 -1.738 2.491
C 2.073 -2.336 2.093
F 1.565 -3.526 2.419
F 2.864 -2.617 0.929
C 3.123 -1.945 3.161
F 3.966 -2.940 3.335
F 2.503 -1.693 4.286
F 3.811 -0.879 2.791
H 8.277 1.482 -0.654
H 7.750 1.403 1.028
H 6.983 2.536 -0.089
H 6.834 -0.300 -1.019
H 5.999 -0.061 0.515
H 5.510 1.405 -2.123
H 4.748 1.883 -0.611
H 4.467 -1.015 -1.162
H 3.725 -0.031 -2.436
H 3.125 -0.041 0.554
H 2.484 1.202 -0.504
H 2.190 -1.688 -1.237
H 1.232 -0.362 -1.837
H -0.389 0.889 0.213
H -1.517 -0.302 0.824
H -1.779 -1.147 -1.610
H -0.827 0.249 -2.102
H -2.986 1.082 -0.314
H -2.612 1.656 -1.930
H -4.280 -0.778 -1.180
H -3.762 -0.444 -2.842
H -5.852 0.566 -2.885
H -4.901 1.938 -2.337
H -7.188 1.110 -1.127
H -6.061 0.158 -0.193
H -5.249 3.034 -0.421
H -6.799 2.787 0.358
H -5.879 1.558 2.149
H -4.421 1.115 1.243
H -2.575 2.303 1.831
H -2.761 4.029 2.228
H -3.076 3.471 0.568
H 0.655 -3.462 0.235
H 0.243 -2.745 -1.436
H -2.018 -4.724 0.610
Sn 2.349 -3.534 -1.295
*
```

## Properties
E_tot = -1908.41448 a.u.
HOMO energy = -11.1 eV
HOMO-LUMO gap = 4.857 eV

No. 6
Here is 6 unconnected molecules or ions with the total composition C19H35Br3O12S2 from the OMol25 dataset. Energies are from wB97M-V/def2-TZVPD.

Geometry as ORCA input:
```
! wB97M-V def2-TZVPD RIJCOSX def2/J DEFGRID3
* xyz 0 1
C 1.062 1.235 6.122
C 0.269 2.377 5.554
O 1.343 3.240 5.015
S 1.084 3.880 3.509
C 2.309 2.958 2.514
O -0.255 3.514 2.982
O 1.551 5.300 3.574
H 1.299 0.551 5.307
H 0.365 0.689 6.757
H 1.982 1.478 6.652
H -0.504 2.088 4.843
H -0.097 2.882 6.448
H 3.355 3.266 2.539
H 2.078 3.152 1.467
H 2.169 1.922 2.823
C 3.754 -2.478 -1.911
C 2.495 -2.337 -2.716
O 2.730 -2.225 -4.151
S 2.585 -3.555 -5.154
C 0.768 -3.333 -5.479
O 3.325 -3.301 -6.377
O 2.829 -4.728 -4.280
H 3.455 -2.680 -0.882
H 4.463 -1.653 -1.984
H 4.274 -3.403 -2.159
H 1.832 -3.171 -2.486
H 1.952 -1.449 -2.392
H 0.442 -2.392 -5.921
H 0.191 -3.457 -4.563
H 0.516 -4.062 -6.250
Br 0.554 -2.038 0.373
C 0.240 0.016 0.237
Br -1.409 0.681 1.075
Br 0.421 0.673 -1.641
H 0.940 0.599 0.834
O -2.539 3.405 -4.090
C -1.833 3.679 -3.093
C -0.395 3.984 -3.037
C -0.359 4.892 -1.774
C -1.411 4.302 -0.918
O -2.340 3.703 -1.809
H 0.259 3.135 -2.834
H -0.108 4.296 -4.040
H 0.628 4.881 -1.313
H -0.579 5.897 -2.135
H -1.037 3.482 -0.305
H -1.943 5.052 -0.333
O -0.819 -2.146 6.718
C -0.811 -2.648 5.598
C -1.951 -3.002 4.638
C -1.202 -3.268 3.283
C 0.275 -3.328 3.690
O 0.418 -2.814 5.035
H -2.340 -3.849 5.203
H -2.675 -2.206 4.465
H -1.519 -4.198 2.811
H -1.378 -2.441 2.594
H 0.852 -4.253 3.682
H 0.939 -2.702 3.094
O -2.272 -1.438 -5.379
C -2.265 -1.169 -4.182
C -2.515 0.263 -3.597
C -3.255 -0.259 -2.375
C -2.590 -1.611 -2.006
O -2.189 -2.078 -3.314
H -1.626 0.871 -3.429
H -3.197 0.865 -4.199
H -3.137 0.489 -1.591
H -4.318 -0.264 -2.615
H -1.767 -1.652 -1.293
H -3.368 -2.108 -1.426
*
```

## Properties
ΔE to the lowest compared entry with this formula, charge and spin = 254.7 kJ/mol
E_tot = -10166.13182 a.u.
HOMO energy = -9.9 eV
HOMO-LUMO gap = 8.053 eV
structure (SMILES) = CCOS(C)(=O)=O.CCOS(C)(=O)=O.BrC(Br)Br.O=C1CCCO1.O=C1CCCO1.O=C1CCCO1

No. 7
Here is 2 unconnected molecules or ions with the total composition C19H35BrF7O9P2S from the OMol25 dataset. Energies are from wB97M-V/def2-TZVPD.

Geometry as ORCA input:
```
! wB97M-V def2-TZVPD RIJCOSX def2/J DEFGRID3
* xyz -1 1
C -3.443 4.347 -2.614
C -3.277 3.003 -1.892
O -3.711 3.061 -0.543
C -2.709 3.469 0.368
C -1.705 2.361 0.666
O -0.510 2.972 1.114
C 0.623 2.113 1.063
C 0.595 0.956 2.076
O 0.945 -0.281 1.505
C -0.035 -0.732 0.598
P 0.058 -2.580 0.235
F 1.676 -2.504 0.523
C 0.346 -4.454 -0.040
C 0.831 -5.459 0.989
F 2.041 -5.107 1.526
C 0.328 -2.316 -1.748
Br -0.947 -1.150 -2.763
C 1.745 -1.849 -2.054
C 2.092 -1.649 -3.529
P -2.206 -2.495 -0.176
C -2.825 -4.202 -0.546
O -3.001 -2.221 1.274
S -0.264 -2.723 2.719
O 0.987 -3.083 3.353
O -0.925 -1.538 3.250
C -1.440 -4.127 3.362
F -0.676 -5.020 4.014
F -2.044 -4.795 2.357
C -2.522 -3.716 4.390
F -1.956 -3.498 5.585
F -3.390 -4.761 4.535
F -3.252 -2.662 4.058
H -2.531 4.653 -3.128
H -4.259 4.326 -3.335
H -3.676 5.118 -1.877
H -2.233 2.679 -1.935
H -3.875 2.224 -2.364
H -2.172 4.361 0.015
H -3.239 3.750 1.279
H -1.523 1.757 -0.232
H -2.111 1.689 1.429
H 0.731 1.726 0.042
H 1.479 2.754 1.256
H 1.313 1.135 2.877
H -0.395 0.893 2.545
H 0.109 -0.257 -0.379
H -1.037 -0.474 0.957
H 1.186 -4.430 -0.747
H -0.459 -4.911 -0.613
H 0.125 -5.682 1.788
H 0.996 -6.404 0.456
H 0.158 -3.269 -2.250
H 1.958 -0.926 -1.510
H 2.391 -2.646 -1.678
H 3.174 -1.538 -3.633
H 1.796 -2.516 -4.128
H 1.623 -0.757 -3.943
H -2.336 -5.043 -0.059
H -2.802 -4.345 -1.630
H -3.881 -4.212 -0.258
H -3.823 -2.722 1.313
C 4.594 6.392 -1.596
C 3.674 5.232 -1.325
C 3.773 4.621 0.061
O 3.424 3.260 -0.181
C 3.712 2.965 -1.472
O 3.702 1.879 -1.946
O 4.016 4.104 -2.148
H 5.633 6.078 -1.500
H 4.446 6.777 -2.604
H 4.395 7.196 -0.886
H 2.635 5.496 -1.547
H 3.084 5.048 0.785
H 4.794 4.661 0.450
*
```

## Properties
E_tot = -5776.08764 a.u.
HOMO energy = -4.2 eV
HOMO-LUMO gap = 6.313 eV

Q: The lowest HOMO energy belongs to which entry?
A: C19H34BrCl8N4O6